(1)
Molecular formula: H2IO
Method: DFT, the ωB97M-V functional and the def2-TZVPD basis

Summary:
Energy above the lowest of the compared OMol25 structures with the same formula, charge and spin in kJ/mol: 86.4
Net charge: -1
E_HOMO in eV: -3.51
Gap between HOMO and LUMO in eV: 7.48
E_LUMO in eV: 3.973

Structure (XYZ):
```
4
Properties=species:S:1:pos:R:3:forces:R:3:nbo_charge:R:1
I 1.1788 -1.4060 0.8327 1.66 -2.43 1.52 -0.838
O -0.1405 0.6853 -0.5018 -2.18 1.90 -1.01 -1.008
H 0.0723 -0.0905 0.0649 -0.45 0.61 -0.37 0.415
H -1.1106 0.8112 -0.3958 0.97 -0.08 -0.14 0.432
```
Forces are in eV/Å.

=====

(2)
Molecular formula: C36H50N3O5S
Method: DFT, the ωB97M-V functional and the def2-TZVPD basis

Summary:
Net charge: +1
E_HOMO in eV: -10.42
Gap between HOMO and LUMO in eV: 6.13
E_LUMO in eV: -4.284

Structure (XYZ):
```
95
Properties=species:S:1:pos:R:3:forces:R:3:mulliken_charge:R:1
S 1.6984 -0.8523 0.5616 0.23 -0.04 -0.10 -0.341
O -1.6948 3.4856 4.2228 -0.04 0.04 -0.11 -0.426
O -2.5123 2.6544 -0.0501 0.30 -0.21 -0.14 -0.088
O 0.3330 4.0183 7.0634 0.02 0.01 0.02 -0.545
O -1.7211 2.8791 -3.0874 0.14 0.34 0.20 -0.478
O -3.2991 -3.6054 2.1732 0.08 -0.11 -0.05 -0.276
N -0.7771 0.3603 0.6457 0.08 0.30 0.63 -0.584
N -2.2575 1.3285 4.4294 0.01 -0.28 -0.13 -1.158
N -2.3307 0.1227 3.8877 0.26 0.32 -0.35 0.702
C 2.9956 0.1481 -6.3612 -0.09 0.26 0.02 -1.986
C -3.9221 -5.5152 3.5020 0.18 -0.39 0.40 0.655
C 5.9627 1.2827 -6.1940 0.26 -0.34 0.00 -2.008
C 0.3265 -0.1568 0.6278 0.08 -0.21 -0.46 0.500
C 3.0396 0.1846 -4.8330 -0.46 0.05 0.21 3.737
C 0.5207 0.5413 -4.8217 -0.02 0.33 0.29 -0.270
C -4.3821 -4.4778 2.5263 0.16 -0.08 0.12 -0.857
C -0.4582 3.8753 4.8619 -0.01 0.01 0.08 -0.493
C -3.1825 -7.7728 3.9858 -0.09 0.43 0.14 -0.579
C -3.4256 -2.2667 2.5438 -0.02 0.32 0.00 0.623
C 6.7156 1.1669 -3.8531 -0.37 0.04 0.16 -1.805
C -0.6519 1.1718 -4.4149 0.39 -0.03 0.22 -0.836
C -4.4983 -1.5230 1.7635 -0.20 -0.12 0.08 -1.511
C 2.9169 -1.2555 -4.2533 0.43 0.12 -0.42 -1.763
C -3.7577 -5.1919 4.8542 0.12 -0.45 -0.16 -0.205
C -1.7240 2.2663 3.6786 -0.26 -0.15 0.25 0.446
C 0.9242 1.9993 5.8481 -0.08 -0.15 -0.04 -1.412
C 1.8132 2.0223 -3.4706 -0.36 -0.13 -0.13 -0.559
C -3.2205 2.9773 -1.2427 -0.43 -0.01 0.18 -0.945
C -2.7277 2.1528 -2.3999 0.13 -0.17 -0.14 -0.348
C -1.2602 2.0529 2.3588 0.00 -0.35 -0.16 0.593
C -1.3034 0.7421 1.8915 -0.10 0.48 -0.03 1.198
C 0.6463 2.6521 -3.0345 -0.15 -0.40 -0.36 -0.956
C -1.8851 -0.2571 2.6913 -0.24 0.31 0.36 0.319
C -1.9720 3.7198 0.6766 -0.05 0.04 0.12 -0.765
C 1.7845 0.9489 -4.3684 -0.25 0.28 0.23 -0.529
C -0.8067 3.2133 1.5322 -0.07 -0.21 -0.23 -1.329
C -2.0370 -1.6817 2.2960 0.16 -0.08 0.08 -1.107
C -3.6376 -6.8156 3.0797 0.04 0.25 0.44 -0.482
C -3.0243 -7.4426 5.3296 -0.17 0.39 -0.30 -0.422
C 4.2995 0.8833 -4.2957 -0.03 -0.13 -0.19 -2.858
C -3.3183 -6.1484 5.7642 -0.04 -0.10 -0.48 -0.610
C -0.5908 2.2227 -3.5058 0.34 -0.20 0.05 0.505
C 5.7013 0.5757 -4.8597 0.26 0.16 0.19 2.593
C -0.1153 3.0663 6.1114 0.12 0.13 0.00 0.393
C 6.0162 -0.9098 -4.9909 -0.26 -0.03 0.15 -1.998
H 7.0378 1.3812 -6.3229 0.19 0.08 -0.05 0.536
H 2.9692 -1.9868 -5.0540 -0.09 -0.20 -0.11 0.335
H -0.6029 4.9041 5.1586 -0.16 0.16 0.00 0.402
H 3.8787 -0.3032 -6.7889 0.12 -0.21 -0.05 0.377
H 6.3123 1.1698 -2.8432 0.00 -0.10 0.18 0.383
H 0.0308 2.9157 0.9097 0.05 -0.06 -0.21 0.445
H 5.9807 -1.3933 -4.0172 0.06 -0.11 0.16 0.409
H -1.3066 -2.2674 2.8535 0.10 -0.16 0.03 0.322
H -5.2046 -3.9130 2.9592 -0.14 0.17 -0.04 0.370
H -2.7675 -0.5673 4.4835 -0.07 -0.04 0.13 0.283
H 2.9017 1.1558 -6.7579 0.10 0.17 -0.10 0.346
H -4.2764 2.7693 -1.0749 -0.16 -0.02 0.08 0.350
H -1.6060 4.5101 0.0247 0.09 0.11 -0.14 0.508
H -2.7169 4.1527 1.3478 -0.18 0.13 0.05 0.334
H 7.6257 0.5782 -3.8294 0.28 0.03 -0.14 0.399
H 1.2196 3.7952 7.3550 0.07 -0.03 0.09 0.341
H -5.4803 -1.7210 2.1793 -0.19 -0.07 -0.01 0.388
H -4.3609 -0.4449 1.7944 0.06 0.17 -0.01 0.393
H 6.9569 2.1975 -4.0938 0.10 0.17 -0.05 0.396
H 0.4900 1.1472 5.3295 -0.08 -0.09 -0.14 0.231
H 5.6209 0.7123 -7.0486 -0.26 0.03 -0.18 0.411
H 5.5338 2.2795 -6.2080 -0.11 0.15 -0.07 0.375
H 0.4423 -0.2888 -5.5051 -0.04 -0.12 -0.10 0.331
H -1.6133 0.8483 -4.7816 -0.10 -0.08 -0.12 0.418
H -3.2194 -5.8846 6.8044 0.05 -0.01 0.16 0.392
H 1.9838 -1.3934 -3.7230 -0.13 -0.09 0.13 0.430
H 7.0188 -1.0356 -5.3862 0.18 -0.05 -0.11 0.548
H -2.9543 -8.7663 3.6376 0.02 -0.17 -0.01 0.389
H -3.1257 4.0329 -1.4859 0.07 0.17 -0.02 0.429
H -1.7916 -1.7862 1.2467 0.00 -0.03 -0.20 0.334
H 0.3619 3.8327 4.1456 0.06 -0.01 -0.18 0.219
H -3.5502 1.9184 -3.0739 -0.12 0.10 -0.16 0.417
H -4.4977 -1.8527 0.7299 0.10 0.02 -0.20 0.351
H -3.9785 -4.1939 5.2064 -0.10 0.12 0.01 0.299
H -4.7189 -4.9547 1.6124 -0.15 -0.01 -0.16 0.438
H 2.7465 2.3919 -3.0832 0.14 0.01 0.06 0.451
H -2.6831 -8.1808 6.0360 0.05 -0.13 0.09 0.387
H -3.7765 -7.0746 2.0414 0.01 -0.06 -0.15 0.351
H 1.3224 1.6173 6.7828 0.09 -0.06 0.16 0.471
H 4.3273 0.6856 -3.2252 -0.03 -0.01 0.20 0.623
H -1.0225 2.5943 6.4831 -0.21 0.06 0.14 0.225
H 2.1281 -0.4015 -6.7063 -0.10 -0.19 -0.09 0.520
H 3.7473 -1.4777 -3.5928 0.01 -0.03 0.26 0.358
H 5.3218 -1.4377 -5.6365 -0.07 -0.06 -0.17 0.304
H 0.6931 3.4784 -2.3423 -0.02 0.12 0.08 0.482
H -2.3473 1.2100 -2.0098 0.19 -0.15 0.00 0.285
H 4.1742 1.9583 -4.4002 0.02 0.21 -0.06 0.624
H -3.6568 -2.1855 3.6154 -0.05 -0.15 0.18 0.073
H -0.5034 4.0494 2.1487 0.12 0.01 0.23 0.379
H 1.7350 2.3829 5.2350 0.22 0.07 0.01 0.400
```
Forces are in eV/Å.

=====

(3)
Molecular formula: C6H8O2
Method: DFT, the ωB97M-V functional and the def2-TZVPD basis

Summary:
Energy above the lowest of the compared OMol25 structures with the same formula, charge and spin in kJ/mol: 378.2
E_HOMO in eV: -9.16
Gap between HOMO and LUMO in eV: 9.89
E_LUMO in eV: 0.731

Structure (XYZ):
```
16
Properties=species:S:1:pos:R:3:forces:R:3:nbo_charge:R:1
O -3.2646 -0.2364 -0.0802 1.76 5.11 0.10 -0.721
O -1.6430 1.5188 0.1295 -1.05 -5.07 -0.59 -0.574
C 1.6776 1.6859 -0.0835 -0.56 -3.24 -0.80 -0.408
C -0.9961 -0.8939 -0.0901 3.84 1.62 -1.04 -0.518
C 1.7901 -1.0510 -0.1223 0.17 -0.25 -0.13 -0.466
C -1.8763 0.2877 0.0001 -2.31 3.19 0.69 0.802
C 1.2883 0.3077 -0.0964 -0.27 5.40 1.28 -0.008
C 0.4038 -0.6768 0.5929 0.46 0.81 -3.90 -0.251
H 0.4952 -0.6560 1.5930 -0.32 -0.04 3.46 0.213
H 2.7546 -0.9975 0.5766 -2.16 -1.31 -1.76 0.256
H -0.7514 -0.9770 -1.1840 -0.48 -0.23 0.75 0.253
H -3.7283 0.7133 -0.0831 0.84 -3.05 0.01 0.494
H 1.1768 2.6572 0.4182 0.98 -2.88 -1.44 0.247
H 2.5819 1.7424 -0.7693 -0.99 0.84 1.21 0.201
H 1.6069 -1.7071 -1.0503 1.08 0.97 1.58 0.237
H -1.5154 -1.7174 0.2487 -0.99 -1.88 0.56 0.244
```
Forces are in eV/Å.